No. 1
137
Properties=species:S:1:pos:R:3:mulliken_charge:R:1 method="wB97M-V/def2-TZVPD" multiplicity=1 total_charge=0 orbital_gap_ev=9.25 lumo_ha=0.013 homo_energy_ev=-8.89
C 4.7842 3.4777 -0.3618 -1.34
C 3.7985 2.2976 -0.3576 0.47
C 4.4888 1.1497 -1.0951 0.05
O 3.6288 0.0173 -1.1924 -0.38
C 4.1600 -1.0370 -1.9812 -0.77
N 3.3740 1.9382 1.0042 -0.36
H 5.1614 3.5912 -1.3793 0.13
H 5.5730 3.4011 0.3844 0.24
H 4.1928 4.3609 -0.1155 0.41
H 2.9425 2.5784 -0.9761 0.45
H 5.3582 0.8322 -0.5024 0.02
H 4.8395 1.4676 -2.0837 -0.22
H 3.4054 -1.8193 -1.9353 0.13
H 5.1113 -1.4005 -1.5824 0.30
H 4.3188 -0.6866 -3.0057 0.27
H 4.1051 1.3573 1.4218 0.15
H 2.6318 1.2561 0.8162 0.21
C 3.1007 -2.2192 4.2804 -1.63
C 3.5756 -0.7832 4.2013 0.23
C 4.8308 -0.7282 3.3185 -0.49
O 5.1662 0.6234 3.0547 -0.42
C 6.4116 0.7306 2.3973 -0.81
N 2.4574 0.0163 3.6564 -0.42
H 2.9684 -2.7341 3.3235 0.32
H 2.2032 -2.4385 4.8553 0.37
H 3.9122 -2.7964 4.7516 0.43
H 3.8033 -0.3763 5.1871 0.40
H 4.6874 -1.2429 2.3579 0.10
H 5.6585 -1.2227 3.8461 0.54
H 6.4511 0.1781 1.4543 0.31
H 7.2391 0.4603 3.0610 0.37
H 6.5239 1.7994 2.2018 0.24
H 2.2436 -0.3344 2.7224 0.03
H 2.8307 0.9544 3.5010 0.32
C -5.4800 -4.1138 2.8106 -1.40
C -3.9909 -4.2133 2.6428 0.58
C -3.2448 -2.9026 2.4544 0.03
O -2.0123 -3.1858 1.8248 -0.45
C -1.2231 -2.0150 1.6578 -0.53
N -3.3928 -4.9579 3.7729 -0.81
H -5.9677 -5.0880 2.8922 0.36
H -6.0724 -3.5765 2.0631 0.30
H -5.7526 -3.5901 3.7354 0.31
H -3.7818 -4.7370 1.6983 0.18
H -3.0404 -2.4344 3.4276 0.41
H -3.8222 -2.1985 1.8434 -0.36
H -1.7807 -1.3811 0.9681 0.11
H -0.2746 -2.3208 1.2208 0.23
H -0.9795 -1.5283 2.6072 0.39
H -3.3835 -5.9366 3.4993 0.27
H -2.4067 -4.7130 3.8134 0.31
C -1.3004 -2.8114 -2.5292 -1.13
C -0.0424 -3.5984 -2.8502 1.11
C -0.2295 -5.1070 -2.6006 -0.87
O 0.9907 -5.8196 -2.5489 -0.35
C 1.5025 -5.9462 -1.2429 -0.64
N 0.4375 -3.3910 -4.2239 -0.76
H -2.1278 -3.0008 -3.2169 0.46
H -1.0528 -1.7541 -2.6550 0.04
H -1.5068 -2.9862 -1.4734 0.12
H 0.6857 -3.2479 -2.1096 -0.14
H -0.7203 -5.5171 -3.4916 0.32
H -0.9025 -5.3598 -1.7722 0.40
H 2.3777 -6.5907 -1.2776 0.26
H 0.7892 -6.4443 -0.5730 0.30
H 1.7297 -4.9807 -0.7802 0.23
H -0.2565 -3.8037 -4.8388 0.32
H 1.2904 -3.9361 -4.3066 0.32
C 6.7501 4.2144 -4.5459 -1.50
C 5.9690 2.9726 -4.9672 1.04
C 4.5305 3.1972 -5.3604 -0.85
O 3.8650 3.7150 -4.1993 -0.28
C 2.4707 3.5110 -4.2361 -0.79
N 6.6409 2.4504 -6.1739 -0.71
H 7.8044 4.0240 -4.3681 0.40
H 6.2865 4.6951 -3.6850 0.29
H 6.6230 4.8954 -5.3925 0.39
H 6.0103 2.2171 -4.1726 -0.14
H 4.0345 2.2497 -5.5975 0.42
H 4.3935 3.9053 -6.1808 0.35
H 2.0412 3.8187 -5.1944 0.39
H 2.0260 4.1254 -3.4522 0.27
H 2.2464 2.4649 -3.9914 0.25
H 7.6266 2.2758 -6.0379 0.25
H 6.2172 1.5980 -6.5184 0.22
C -5.6929 -0.2469 0.7460 -0.78
C -6.1717 1.1916 0.7839 1.11
C -5.6399 1.9276 -0.4550 -1.36
O -4.2188 2.0298 -0.4499 0.09
C -3.6789 2.8549 0.5555 -0.65
N -7.6355 1.2544 0.6418 -0.75
H -6.0049 -0.7715 1.6514 0.45
H -4.5970 -0.2529 0.7216 -0.31
H -6.0454 -0.7660 -0.1441 0.28
H -5.8186 1.8052 1.6127 -0.09
H -6.1056 2.9047 -0.6245 0.32
H -5.8406 1.3459 -1.3611 0.53
H -3.3108 2.3259 1.4448 -0.15
H -4.3761 3.6184 0.9166 0.43
H -2.7973 3.3605 0.1521 0.31
H -8.0977 0.5037 1.1420 0.29
H -7.9199 1.1211 -0.3228 0.26
C -4.6577 1.1240 4.2202 -0.48
C -3.5581 1.3511 5.2876 0.37
C -2.1368 1.1625 4.7563 -0.63
O -1.9404 2.0843 3.7180 -0.34
C -0.6846 1.9106 3.0724 -0.66
N -3.6472 2.7425 5.7565 -0.76
H -4.8282 0.0696 3.9851 0.26
H -4.2639 1.5786 3.3089 -0.44
H -5.5759 1.6063 4.5417 0.39
H -3.6941 0.7406 6.1807 0.46
H -1.8792 0.1295 4.4856 0.18
H -1.4609 1.3969 5.5927 0.41
H -0.6922 2.3498 2.0748 0.25
H -0.3925 0.8670 2.9683 0.19
H 0.0553 2.4574 3.6637 0.34
H -4.4305 2.8518 6.3892 0.24
H -3.8175 3.3845 4.9918 0.23
C -2.7091 0.8697 -3.9715 -0.60
C -3.9720 0.0490 -3.7276 -0.11
O -5.1433 0.8293 -3.9536 -0.59
O -2.4180 1.6998 -2.8307 -0.76
H -2.8378 1.5163 -4.8429 0.37
H -1.8563 0.2122 -4.1443 0.40
H -3.9854 -0.3200 -2.6980 0.11
H -3.9853 -0.7831 -4.4305 0.42
H -5.0547 1.7060 -3.5714 0.33
H -3.1596 2.3102 -2.7713 0.27
C 0.2403 0.3485 -0.3431 0.34
O 0.7442 0.2286 0.7772 -0.28
N -1.1028 0.4928 -0.5200 0.35
N 0.9216 0.5226 -1.5189 0.11
H -1.3445 0.8345 -1.4358 0.00
H -1.6578 0.6009 0.3077 -0.12
H 1.9298 0.3304 -1.5678 0.13
H 0.4152 0.7280 -2.3589 0.03


No. 2
57
Properties=species:S:1:pos:R:3:lowdin_spin:R:1 method="wB97M-V/def2-TZVPD" multiplicity=3 total_charge=-1 e_above_lowest_kcal_mol=21.71 orbital_gap_ev="7.59 / 8.23" lumo_ha="0.085 / 0.085" homo_energy_ev="-5.26 / -5.91"
V -0.7217 0.7096 -1.3472 1.87
N -2.3868 -0.6665 -0.8949 0.00
C -3.6546 0.0293 -1.2146 0.00
C -3.4588 1.5310 -1.1053 0.01
O -4.4230 2.2853 -1.1158 0.01
N -2.1581 1.8804 -0.9959 0.00
C -1.8030 3.2923 -0.9016 0.00
C -0.5056 3.4693 -1.6835 0.01
O -0.0359 4.5526 -1.9461 0.01
O 0.0229 2.3059 -2.0252 0.01
H -2.3719 -1.6102 -1.2603 0.00
H -2.3014 -0.6895 0.1189 0.00
H -4.4645 -0.2541 -0.5471 0.00
H -3.9541 -0.1961 -2.2353 0.00
H -1.6058 3.5808 0.1333 0.00
H -2.5947 3.9226 -1.2959 0.00
F 1.0456 -4.0945 -2.2048 0.00
C 1.6376 -2.9403 -2.4850 0.00
F 2.6599 -2.7646 -1.6536 0.00
F 2.0938 -2.9706 -3.7245 0.00
S 0.4571 -1.5676 -2.2239 0.01
O 1.0454 -0.3554 -2.7612 0.01
O 0.2451 -1.6411 -0.7943 0.02
N -0.7947 -2.0407 -3.0853 0.01
S -1.4996 -0.9517 -4.0169 0.00
O -1.6378 0.3543 -3.3681 0.01
O -2.6674 -1.5156 -4.6116 0.00
C -0.3443 -0.6287 -5.4638 0.00
F 0.1231 0.6022 -5.4255 0.00
F 0.6683 -1.4865 -5.4737 0.00
F -1.0446 -0.7942 -6.5820 0.00
N 1.2734 -2.4630 6.1844 0.00
C 0.8478 -1.6454 5.1340 0.00
C 0.9148 -0.2545 5.2520 0.00
C 0.4542 0.5587 4.2354 0.00
C -0.0906 -0.0092 3.0965 0.00
C -0.1706 -1.3863 2.9648 0.00
C 0.3049 -2.2031 3.9779 0.00
S -0.8064 1.0142 1.8493 0.00
O -0.7904 2.3714 2.3165 0.00
O -2.0943 0.3980 1.6116 0.00
N 0.0765 0.8506 0.4592 0.01
C 1.4633 1.0037 0.5821 0.00
N 2.0236 1.1330 1.7876 0.00
C 3.3444 1.2212 1.8326 0.00
C 4.1398 1.1813 0.7038 0.00
C 3.4557 1.0546 -0.4943 0.00
N 2.1407 0.9696 -0.5611 0.01
H 1.9520 -2.0541 6.8043 0.00
H 1.4979 -3.4101 5.9299 0.00
H 1.3397 0.1839 6.1492 0.00
H 0.5176 1.6375 4.3017 0.00
H -0.5899 -1.8193 2.0640 0.00
H 0.2490 -3.2821 3.8781 0.00
H 3.7777 1.3309 2.8235 0.00
H 5.2167 1.2501 0.7522 0.00
H 3.9822 1.0205 -1.4447 0.00


No. 3
82
Properties=species:S:1:pos:R:3:lowdin_spin:R:1 method="wB97M-V/def2-TZVPD" multiplicity=4 total_charge=+2 orbital_gap_ev="6.08 / 6.42" lumo_ha="-0.250 / -0.266" homo_energy_ev="-12.89 / -13.65"
Mo 0.6574 -0.2875 -0.8206 2.36
C -0.7865 -4.1575 -3.1578 0.00
C -0.6019 -3.0554 -2.1516 0.04
S 0.3599 -1.6835 -2.6860 0.12
C -1.1382 -3.1266 -0.9234 0.04
C -1.9246 -4.2962 -0.3997 0.00
S -0.8403 -1.8236 0.2480 0.08
H -0.3118 -3.9126 -4.1047 0.00
H -1.8464 -4.3454 -3.3418 0.00
H -0.3518 -5.0874 -2.7874 0.00
H -2.5749 -4.7090 -1.1713 0.00
H -2.5447 -4.0149 0.4507 0.00
H -1.2581 -5.0977 -0.0737 0.00
C 5.3642 1.2162 0.8446 0.00
N 3.9130 1.3883 0.9159 0.00
C 3.4681 2.7735 0.7696 0.00
P 2.9303 0.2902 1.6310 0.01
O 1.5651 0.3633 0.9367 0.10
N 3.5360 -1.2209 1.4345 0.00
C 4.4682 -1.8296 2.3889 0.00
C 3.4322 -1.8921 0.1490 0.00
N 2.7777 0.5910 3.2163 0.00
C 1.9115 -0.2552 4.0362 0.00
C 3.6201 1.5137 3.9725 0.00
H 5.7228 1.5947 -0.1131 0.00
H 5.6290 0.1642 0.9174 0.00
H 5.8765 1.7623 1.6409 0.00
H 3.8015 3.1622 -0.1946 0.00
H 3.8837 3.4142 1.5518 0.00
H 2.3816 2.8276 0.8181 0.00
H 4.5061 -1.2382 3.3005 0.00
H 5.4768 -1.8910 1.9753 0.00
H 4.1325 -2.8351 2.6428 0.00
H 2.3821 -2.0382 -0.1553 0.00
H 3.8256 -2.9034 0.2385 0.00
H 3.9757 -1.3866 -0.6547 0.00
H 1.3352 -0.9297 3.4058 0.00
H 1.2201 0.3650 4.6076 0.00
H 2.5070 -0.8503 4.7327 0.00
H 4.2555 2.0904 3.3066 0.00
H 4.2566 0.9662 4.6717 0.00
H 2.9960 2.2039 4.5414 0.00
C -4.6243 -1.9160 -1.3242 0.00
Si -3.7111 -0.5396 -2.1843 0.00
C -3.1351 -1.0632 -3.8714 0.00
C -4.7150 1.0362 -2.2134 0.00
Ge -1.9263 0.0753 -0.6325 0.04
Si -0.1571 1.8269 -1.9533 0.07
C 1.7364 1.5013 -2.1582 0.08
C -0.9138 1.8602 -3.6385 0.00
C -0.4761 3.3433 -0.9417 0.00
Si -2.6453 1.1109 1.4607 0.01
C -1.2223 1.0896 2.6645 0.00
C -3.9935 -0.0635 2.0032 0.00
C -3.3230 2.8312 1.2071 0.00
H -5.5437 -2.1162 -1.8814 0.00
H -4.9061 -1.6736 -0.2999 0.00
H -4.0392 -2.8351 -1.3148 0.00
H -4.0207 -1.2697 -4.4792 0.00
H -2.5413 -1.9762 -3.8274 0.00
H -2.5535 -0.3013 -4.3862 0.00
H -5.5853 0.8978 -2.8598 0.00
H -4.1595 1.8920 -2.6023 0.00
H -5.0871 1.2948 -1.2199 0.00
H 2.3945 0.8827 -1.5160 0.01
H 2.1412 2.4999 -1.9710 0.01
H 1.9300 1.2104 -3.1901 0.01
H -0.6733 0.9496 -4.1871 0.00
H -0.5103 2.7145 -4.1901 0.00
H -1.9973 1.9813 -3.6049 0.00
H -0.0996 3.2503 0.0777 0.00
H -1.5453 3.5549 -0.8975 0.00
H 0.0021 4.2060 -1.4144 0.00
H -0.8948 0.0655 2.8530 0.00
H -1.5600 1.5122 3.6148 0.00
H -0.3613 1.6628 2.3192 0.00
H -3.6552 -1.1010 2.0289 0.00
H -4.8735 -0.0002 1.3609 0.00
H -4.3108 0.2044 3.0146 0.00
H -2.5347 3.5818 1.1634 0.00
H -3.9529 3.0757 2.0666 0.00
H -3.9447 2.9247 0.3153 0.00


No. 4
16
Properties=species:S:1:pos:R:3:mulliken_charge:R:1 method="wB97M-V/def2-TZVPD" multiplicity=1 total_charge=+1 e_above_lowest_kcal_mol=185.24 orbital_gap_ev="7.57 / 9.12" lumo_ha="-0.206 / -0.173" homo_energy_ev="-13.19 / -13.84"
C -1.8741 -0.6154 -0.5979 -0.11
C -0.0541 0.4000 0.2218 -0.64
C -3.1087 0.1460 -0.4976 -0.80
C 2.3746 0.2592 0.6599 -0.50
N 1.2190 -0.4871 0.1037 -0.05
S 3.7922 -0.0810 -0.4786 -0.17
H -1.7022 -1.3290 -1.4326 0.34
H -0.0998 0.3970 1.2336 0.43
H -3.5886 0.4847 -1.4189 0.33
H -3.0394 1.0625 0.1290 0.29
H -3.7781 -0.4194 0.1477 0.33
H 2.2161 1.3321 0.7379 0.32
H 2.4462 -0.1506 1.7258 0.39
H 0.8317 -1.3852 0.3411 0.36
H 1.5978 -0.5411 -0.8517 0.29
H 3.2584 0.5738 -1.5041 0.18


No. 5
14
Properties=species:S:1:pos:R:3:mulliken_charge:R:1 method="wB97M-V/def2-TZVPD" multiplicity=1 total_charge=0 e_above_lowest_kcal_mol=36.91 orbital_gap_ev=10.37 lumo_ha=0.040 homo_energy_ev=-9.28
C -2.5077 -0.0620 1.2272 -0.31
N -2.1729 0.1373 0.0288 -0.40
H -2.0308 -0.8435 1.7860 0.28
H -3.3483 0.4446 1.7104 0.25
H -2.7416 0.8251 -0.4578 0.20
C 0.9730 0.1951 -1.5321 -0.94
C 1.1450 -0.0242 -0.0501 0.31
C 2.2228 -0.4350 0.5985 -0.83
H -0.0857 0.1465 -1.7356 0.27
H 1.6025 -0.4972 -2.0808 0.31
H 1.3083 1.1951 -1.8249 0.25
H 0.2083 -0.0388 0.4943 0.08
H 2.2100 -0.5613 1.6752 0.25
H 3.2171 -0.4820 0.1610 0.29